A molecular structure, C18H48ClO2P2Si4TeYb at a distorted geometry. Source: OMol25; level of theory: the ωB97M-V functional and the def2-TZVPD basis.

```
77
Properties=species:S:1:pos:R:3
C 0.350 -0.148 -6.438
C 0.140 0.208 -4.998
H 1.433 -0.168 -6.645
H -0.152 0.575 -7.097
H -0.096 -1.133 -6.637
O 1.000 0.444 -4.160
Cl -1.587 0.256 -4.451
Yb -0.684 -0.070 -1.058
P -0.165 2.491 -0.204
C 1.077 3.644 0.547
C -0.214 3.000 -1.984
H -0.402 4.081 -2.093
H -1.875 4.291 0.147
H -1.054 2.480 -2.502
H -2.589 2.691 -0.208
H 2.097 3.417 0.155
H 0.763 2.798 -2.468
C -1.781 3.215 0.341
H 0.922 4.731 0.385
H -1.873 3.060 1.431
H 1.099 3.502 1.654
P 0.041 -2.478 0.157
C 1.374 -3.412 1.057
C -1.498 -3.283 0.805
H -0.789 -2.883 -2.123
H -0.037 -4.361 -1.484
H 1.031 -3.051 -2.033
C 0.070 -3.265 -1.526
H -2.345 -2.921 0.185
H -1.470 -4.378 0.751
H 1.302 -4.520 1.034
H 1.375 -3.121 2.136
H -1.606 -2.988 1.866
H 2.374 -3.161 0.626
C 1.331 0.243 0.568
O 2.276 0.516 1.158
C -3.671 0.159 6.002
Si -2.214 -1.046 6.045
C -1.661 -1.361 7.824
C -2.659 -2.674 5.185
Si -0.477 -0.089 4.724
Te -1.553 0.051 2.545
Si -0.167 2.140 5.550
C -0.227 2.176 7.444
C 1.517 2.707 4.903
C -1.575 3.200 4.856
Si 1.490 -1.353 5.420
C 1.963 -0.810 7.189
C 1.032 -3.197 5.355
C 2.990 -1.022 4.306
H -4.499 -0.333 6.523
H -3.999 0.387 4.985
H -3.464 1.098 6.523
H -2.530 -1.797 8.330
H -0.839 -2.078 7.906
H -1.378 -0.445 8.352
H -2.990 -2.531 4.153
H -1.843 -3.402 5.171
H -3.485 -3.121 5.747
H 0.557 1.582 7.921
H -0.080 3.225 7.732
H -1.191 1.852 7.851
H 1.597 2.625 3.813
H 1.639 3.761 5.180
H 2.349 2.147 5.341
H -1.590 3.223 3.762
H -2.563 2.882 5.205
H -1.412 4.224 5.208
H 1.186 -0.969 7.942
H 2.838 -1.397 7.497
H 2.252 0.245 7.254
H 0.685 -3.495 4.359
H 1.927 -3.785 5.596
H 0.263 -3.491 6.077
H 2.838 -1.440 3.303
H 3.183 0.050 4.200
H 3.876 -1.507 4.735
```

The spin multiplicity is 2. Its frontier orbital gap (alpha / beta) is 6.1 / 5.0 eV. The calculation puts the highest occupied orbital energy (alpha / beta) at -12.5 / -12.4 eV. The LUMO energy (alpha / beta) is -6.4 / -7.4 eV. Its charge is +2. Its strongest force on any atom is 3.0 eV/A. The value obtained for the energy above the lowest of the compared OMol25 structures with the same formula, charge and spin is 0.00 kJ/mol.